(1)
{"formula": "C4H12N2O", "method": "ωB97M-V/def2-TZVPD", "smiles": "C[C@H](O)[C@H](N)CN", "gap_ev": 10.4789, "e_lumo_ev": 0.939, "homo_ev": -9.54, "species": ["N", "C", "C", "C", "O", "C", "N", "H", "H", "H", "H", "H", "H", "H", "H", "H", "H", "H", "H"], "coordinates": [[-1.210, -1.047, 1.065], [-0.258, -0.014, 0.510], [1.058, -0.819, 0.237], [2.108, -0.009, -0.494], [0.764, -1.989, -0.474], [-0.887, 0.621, -0.704], [-1.888, 1.639, -0.307], [-1.041, -1.028, 2.062], [-2.131, -0.644, 0.927], [-0.002, 0.652, 1.343], [1.416, -1.024, 1.261], [1.838, 0.121, -1.540], [3.042, -0.557, -0.495], [2.213, 0.974, -0.036], [-0.058, -2.322, -0.078], [-0.069, 1.065, -1.288], [-1.392, -0.134, -1.307], [-1.462, 2.234, 0.401], [-2.040, 2.280, -1.083]], "mulliken_charge": [-0.82, 0.17, 0.22, -1.53, -0.59, -0.83, -0.60, 0.23, 0.27, 0.47, 0.29, 0.41, 0.37, 0.35, 0.41, 0.38, 0.32, 0.24, 0.26]}



(2)
{"formula": "H20O10", "method": "ωB97M-V/def2-TZVPD", "smiles": "O.O.O.O.O.O.O.O.O.O", "gap_ev": 11.0836, "e_lumo_ev": -0.204, "homo_ev": -11.29, "species": ["O", "H", "H", "O", "H", "H", "O", "H", "H", "O", "H", "H", "O", "H", "H", "O", "H", "H", "O", "H", "H", "O", "H", "H", "O", "H", "H", "O", "H", "H"], "coordinates": [[2.757, -0.851, 3.277], [2.957, -0.399, 4.097], [3.476, -0.614, 2.691], [2.432, 3.264, -4.338], [2.512, 3.706, -3.492], [3.098, 2.577, -4.313], [5.759, 0.871, 0.084], [5.741, 1.824, 0.001], [6.658, 0.628, -0.137], [-1.329, -0.703, -5.400], [-1.093, -0.390, -4.527], [-1.957, -0.057, -5.725], [0.608, 4.447, 0.402], [1.081, 4.975, -0.241], [0.986, 4.698, 1.244], [-2.310, -3.058, 2.525], [-1.861, -2.510, 1.880], [-2.134, -2.634, 3.364], [-5.650, 3.595, -1.461], [-4.885, 3.755, -0.909], [-5.313, 3.080, -2.194], [2.177, -5.367, 4.919], [2.020, -4.574, 4.407], [1.321, -5.592, 5.284], [-0.179, -0.141, -0.205], [-0.280, 0.810, -0.178], [0.438, -0.337, 0.500], [-5.772, -3.726, -0.892], [-6.300, -3.915, -0.117], [-4.958, -3.360, -0.545]], "mulliken_charge": [-0.64, 0.32, 0.32, -0.63, 0.31, 0.32, -0.63, 0.31, 0.32, -0.63, 0.32, 0.32, -0.63, 0.31, 0.32, -0.64, 0.32, 0.31, -0.64, 0.32, 0.32, -0.64, 0.32, 0.32, -0.64, 0.32, 0.32, -0.64, 0.32, 0.32]}



(3)
{"formula": "C10H17NPt", "method": "ωB97M-V/def2-TZVPD", "gap_ev": [7.1740, 5.2101], "e_lumo_ev": [-7.561, -12.827], "homo_ev": [-14.73, -18.04], "spin_multiplicity": 5, "charge": 2, "species": ["Pt", "C", "H", "H", "H", "H", "H", "C", "N", "C", "C", "C", "C", "C", "C", "C", "C", "H", "H", "H", "H", "H", "H", "H", "H", "H", "H", "H", "H"], "coordinates": [[0.421, 0.221, 0.073], [-3.001, -0.797, -1.741], [-1.889, -0.726, -1.701], [-3.490, 0.163, -1.390], [-3.383, -1.522, -1.014], [-3.173, -0.968, -2.767], [0.838, 1.368, -0.905], [-0.809, -2.455, 1.301], [0.009, -1.250, 1.612], [-0.691, -0.414, 2.603], [1.391, -1.627, 2.063], [2.400, -0.546, 1.809], [3.616, -0.367, 2.454], [4.459, 0.700, 2.095], [4.154, 1.607, 1.066], [2.949, 1.460, 0.367], [2.190, 0.402, 0.829], [-1.793, -2.170, 0.887], [-0.960, -3.026, 2.234], [-0.269, -3.079, 0.586], [-0.233, 0.574, 2.601], [-1.751, -0.298, 2.297], [-0.647, -0.887, 3.593], [1.352, -1.863, 3.121], [1.655, -2.531, 1.506], [3.847, -1.068, 3.242], [5.390, 0.827, 2.652], [4.819, 2.413, 0.803], [2.620, 2.094, -0.447]], "mulliken_charge": [0.62, -0.83, 0.04, 0.25, 0.22, 0.33, 0.19, -0.72, -0.11, -0.89, -0.86, 0.55, -0.53, -0.53, -0.56, -0.81, 0.85, 0.21, 0.38, 0.38, 0.46, 0.34, 0.38, 0.50, 0.42, 0.50, 0.43, 0.45, 0.34]}



(4)
{"formula": "C2H8NO", "method": "ωB97M-V/def2-TZVPD", "smiles": "C[NH2+]CO", "gap_ev": 12.4932, "e_lumo_ev": -3.795, "homo_ev": -16.29, "charge": 1, "species": ["C", "C", "N", "O", "H", "H", "H", "H", "H", "H", "H", "H"], "coordinates": [[-0.025, 1.139, 0.774], [0.174, -0.817, -0.724], [-0.641, 0.259, -0.130], [0.608, -1.702, 0.192], [0.671, 0.598, 1.316], [0.715, 1.883, 0.324], [-0.773, 1.739, 1.323], [-0.715, -1.479, -1.380], [0.953, -0.406, -1.311], [-1.142, 0.718, -0.900], [-1.469, -0.296, 0.307], [1.644, -1.636, 0.210]], "mulliken_charge": [-0.82, -0.49, -0.21, -0.46, 0.37, 0.33, 0.34, 0.30, 0.44, 0.38, 0.44, 0.38]}



(5)
{"formula": "C4H8O3", "method": "ωB97M-V/def2-TZVPD", "gap_ev": 9.8174, "e_lumo_ev": 0.693, "homo_ev": -9.12, "species": ["C", "C", "O", "C", "O", "C", "O", "H", "H", "H", "H", "H", "H", "H", "H"], "coordinates": [[0.718, -0.892, -0.132], [0.264, 0.185, 0.837], [1.337, 0.734, 1.586], [-0.393, 1.302, 0.013], [-0.966, 0.742, -1.182], [-1.019, -0.588, -1.259], [-1.767, -1.335, -0.513], [1.493, -0.510, -0.811], [-0.525, -1.630, -0.345], [1.172, -1.725, 0.420], [-0.483, -0.257, 1.510], [0.955, 1.241, 2.315], [0.395, 1.976, -0.341], [-1.145, 1.879, 0.561], [-0.768, -0.899, -2.285]], "mulliken_charge": [-1.42, 0.44, -0.54, -0.59, -0.31, 0.25, -0.62, 0.36, 0.38, 0.41, 0.26, 0.34, 0.30, 0.33, 0.42]}



(6)
{"formula": "C21H24N4O4S2", "method": "ωB97M-V/def2-TZVPD", "smiles": "CCCCOc1cccc(C(=O)Nc2ccc(S(=O)(=O)Nc3nnc(CC)s3)cc2)c1", "gap_ev": 8.9268, "e_lumo_ev": -0.013, "homo_ev": -8.94, "species": ["C", "C", "C", "C", "O", "C", "C", "C", "C", "C", "C", "H", "C", "O", "N", "C", "C", "C", "C", "C", "C", "H", "H", "S", "O", "O", "N", "C", "N", "N", "C", "C", "C", "H", "H", "H", "H", "H", "S", "H", "H", "H", "H", "H", "H", "H", "H", "H", "H", "H", "H", "H", "H", "H", "H"], "coordinates": [[-9.052, -0.629, -0.587], [-8.752, -0.172, 0.837], [-7.286, 0.204, 1.051], [-6.354, -1.009, 1.015], [-5.015, -0.665, 1.317], [-4.243, -0.062, 0.384], [-4.600, 0.178, -0.941], [-3.704, 0.792, -1.800], [-2.442, 1.160, -1.375], [-2.071, 0.916, -0.053], [-2.973, 0.324, 0.816], [-2.693, 0.152, 1.843], [-0.740, 1.305, 0.495], [-0.584, 1.672, 1.637], [0.278, 1.184, -0.422], [1.628, 1.468, -0.270], [2.153, 2.028, 0.898], [3.506, 2.292, 0.982], [4.331, 1.999, -0.087], [3.829, 1.451, -1.252], [2.478, 1.186, -1.344], [2.074, 0.757, -2.249], [4.506, 1.239, -2.064], [6.072, 2.324, 0.057], [6.306, 3.636, 0.567], [6.753, 1.898, -1.126], [6.493, 1.295, 1.347], [6.663, -0.038, 1.168], [7.313, -0.821, 1.960], [7.289, -2.093, 1.577], [6.634, -2.323, 0.505], [6.487, -3.651, -0.136], [7.201, -3.692, -1.488], [6.788, -2.939, -2.156], [7.081, -4.670, -1.945], [8.262, -3.495, -1.358], [6.912, -4.395, 0.539], [5.426, -3.867, -0.277], [5.922, -0.854, -0.193], [7.011, 1.706, 2.108], [3.933, 2.731, 1.870], [1.497, 2.245, 1.723], [0.024, 0.796, -1.321], [-1.778, 1.671, -2.057], [-4.003, 0.987, -2.819], [-5.572, -0.101, -1.318], [-6.409, -1.530, 0.053], [-6.638, -1.713, 1.803], [-6.978, 0.928, 0.293], [-7.171, 0.681, 2.026], [-9.029, -0.960, 1.539], [-9.366, 0.703, 1.061], [-10.118, -0.806, -0.706], [-8.531, -1.554, -0.823], [-8.751, 0.132, -1.303]], "mulliken_charge": [-1.11, -0.49, -0.34, -0.68, -0.40, 0.52, -0.42, -1.18, -0.70, 0.59, -0.38, 0.49, 0.54, -0.63, -0.13, 0.84, -0.65, -0.96, 0.01, -0.49, -0.66, 0.34, 0.58, 1.37, -0.73, -0.59, -0.20, 0.42, -0.56, -0.34, 0.37, -0.37, -1.10, 0.34, 0.34, 0.32, 0.27, 0.25, -0.04, 0.29, 0.38, 0.54, 0.20, 0.48, 0.39, 0.41, 0.35, 0.32, 0.33, 0.29, 0.31, 0.32, 0.37, 0.29, 0.28]}



What did we get for largest force on an atom? Answer: 1.99, 0.33, 6.56, 5.40, 1.13, 1.81 eV/A, in the order shown.
What did we get for ΔE to the lowest compared entry with this formula, charge and spin? Answer: 24.2, 86.4, 0.0, 43.1, 117.2, 41.0 kcal per mole, in the order shown.